# C2H9N5

2 unconnected molecules or ions with the total composition C2H9N5 (ωB97M-V with the def2-TZVPD basis set, the Open Molecules 2025 dataset).

Last column: Mulliken charge in e.
CARTESIAN COORDINATES (ANGSTROEM)
N -1.264 0.925 0.856  -0.432
C -0.199 1.845 0.599  0.545
N -0.171 2.374 -0.710  -0.538
N 0.645 2.324 1.460  -0.703
H -1.315 0.535 1.789  0.205
H -1.765 0.450 0.105  0.214
H -1.090 2.474 -1.098  0.232
H 0.183 3.294 -0.750  0.270
H 0.820 1.704 2.210  0.223
N 1.237 -1.637 -1.254  -0.474
C 0.503 -2.378 -0.346  0.098
N -0.072 -3.498 -0.586  -0.711
H 1.120 -1.982 -2.214  0.264
H 1.380 -0.673 -0.977  0.237
H 0.551 -1.973 0.639  0.333
H -0.564 -3.784 0.274  0.238

Values from the calculation:
E_tot (hartree): -355.376204
Net charge: 0
M (g mol⁻¹): 103.13

=====

# C18H33BCl4N2O8P2S2

3 unconnected molecules or ions with the total composition C18H33BCl4N2O8P2S2 (ωB97M-V with the def2-TZVPD basis set, the Open Molecules 2025 dataset).

Last column: Mulliken charge in e.
CARTESIAN COORDINATES (ANGSTROEM)
C 0.984 -2.645 1.714  -1.726
C 1.126 -1.974 0.317  0.732
C -0.061 -2.096 -0.631  -1.334
P -1.468 -0.915 -0.435  0.478
C -1.443 0.936 -0.563  -1.795
C -0.028 1.549 -0.672  0.276
C -0.213 3.050 -0.955  -1.088
S 1.362 3.887 -0.827  1.131
O 2.345 3.190 -1.602  -0.592
O 1.694 4.052 0.565  -0.564
O 1.178 5.329 -1.526  -0.477
N -1.509 -0.982 1.419  -0.681
C -0.944 -0.173 2.107  0.351
S -0.421 1.015 3.032  -0.342
B -3.247 -1.726 -0.391  1.293
N -3.402 -3.163 -0.335  -0.307
O -4.386 -0.948 -0.379  -0.657
P -1.680 -1.006 -2.738  0.605
O -1.654 -2.413 -3.231  -0.816
O -3.122 -0.385 -3.200  -0.557
O -0.556 -0.137 -3.567  -0.639
O 1.579 -0.632 0.380  0.030
C 2.951 -0.479 0.693  -1.121
C 3.833 -0.434 -0.549  0.694
C 4.195 -1.578 -1.268  -0.096
C 4.969 -1.472 -2.424  -0.867
C 5.382 -0.213 -2.855  -0.312
C 5.068 0.938 -2.139  -0.772
C 4.292 0.811 -0.986  -0.215
H 0.183 -3.383 1.702  0.378
H 0.815 -1.902 2.495  0.334
H 1.930 -3.135 1.956  0.488
H 1.932 -2.547 -0.159  -0.044
H -0.434 -3.123 -0.608  0.434
H 0.341 -1.961 -1.638  0.503
H -1.900 1.177 -1.532  0.832
H -2.072 1.463 0.162  0.668
H 0.570 1.067 -1.442  0.288
H 0.520 1.474 0.268  0.052
H -0.650 3.257 -1.935  0.406
H -0.879 3.449 -0.183  0.597
H 0.499 5.810 -1.029  0.368
H -4.387 -3.379 -0.490  0.051
H -3.217 -3.437 0.630  0.257
H -4.171 -0.013 -0.448  0.314
H -3.616 -1.109 -3.602  0.365
H 0.342 -0.370 -3.310  0.401
H 3.326 -1.198 1.428  0.400
H 3.042 0.508 1.156  0.469
H 3.878 -2.562 -0.938  0.407
H 5.212 -2.371 -2.976  0.405
H 5.959 -0.157 -3.772  0.363
H 5.400 1.912 -2.473  0.403
H 4.034 1.698 -0.415  0.225
Cl 3.992 6.143 5.360  -0.197
C 3.170 5.598 3.874  -0.358
C 2.385 6.705 3.219  -0.148
Cl 0.966 7.189 4.185  -0.202
H 2.532 4.758 4.131  0.280
H 3.944 5.248 3.192  0.269
H 2.012 6.362 2.255  0.004
H 2.998 7.589 3.059  0.353
Cl -6.613 -4.193 -0.660  -0.198
C -6.744 -5.583 0.447  -0.508
C -7.251 -5.175 1.806  -0.395
Cl -6.062 -4.184 2.689  -0.170
H -5.766 -6.054 0.512  0.336
H -7.436 -6.289 -0.011  0.337
H -7.438 -6.062 2.408  0.301
H -8.174 -4.606 1.732  0.303

Values from the calculation:
E_tot (hartree): -4761.956387
Net charge: 0
M (g mol⁻¹): 684.17

=====

no.,Kohn-Sham gap (eV),HOMO level (eV)
1,9.93,-9.35
2,8.72,-8.77